Below is a 11-piece molecular cluster, C44H55F33O22 overall at a distorted geometry, with properties calculated with wB97M-V/def2-TZVPD.

Computed properties:
max |F| = 6.35 eV/A
SMILES = CCOC(=O)C(F)(F)F.CCOC(=O)C(F)(F)F.CCOC(=O)C(F)(F)F.CCOC(=O)C(F)(F)F.CCOC(=O)C(F)(F)F.CCOC(=O)C(F)(F)F.CCOC(=O)C(F)(F)F.CCOC(=O)C(F)(F)F.CCOC(=O)C(F)(F)F.CCOC(=O)C(F)(F)F.CCOC(=O)C(F)(F)F
E_LUMO = 0.0082 hartree
calculated total energy = -181239.3864 eV

ORCA input file:
```
! RIJCOSX wB97M-V def2-TZVPD def2/J DEFGRID3
* xyz 0 1
C -3.6053 10.2760 9.0870
C -3.1142 9.3667 8.0238
O -1.8626 8.8131 8.5536
C -1.1861 7.9534 7.8382
O -1.5996 7.5097 6.7699
C 0.1629 7.4225 8.4232
F 0.5056 8.1192 9.5329
F -0.1162 6.1316 8.7133
F 1.2604 7.4752 7.5351
H -3.1738 10.0471 10.0615
H -4.6912 10.3640 9.0556
H -3.2781 11.2687 8.7777
H -2.9922 9.8266 7.0431
H -3.7975 8.5216 7.9399
C 13.8218 2.3738 1.1679
C 12.8537 2.7408 0.0366
O 11.4857 2.9332 0.4109
C 10.7732 4.0481 0.2691
O 11.2906 5.1365 0.0779
C 9.2629 3.8666 0.4083
F 8.7342 4.6216 1.2985
F 8.6773 4.1686 -0.7781
F 8.9024 2.6354 0.6999
H 14.2257 3.2694 1.6399
H 14.6804 1.8144 0.7964
H 13.3129 1.7537 1.9059
H 12.8311 1.9582 -0.7217
H 13.2216 3.6556 -0.4280
C -6.1704 -9.5312 7.3638
C -5.9317 -9.3109 5.8708
O -5.3397 -8.0540 5.6590
C -5.9885 -6.9204 5.4160
O -7.2155 -6.8102 5.6381
C -5.0297 -5.7329 5.0995
F -4.8693 -5.0364 6.1843
F -3.8776 -6.1229 4.5393
F -5.5311 -4.9229 4.2059
H -6.9822 -8.9121 7.7456
H -5.2996 -9.2635 7.9623
H -6.5098 -10.5426 7.5874
H -6.7817 -9.4592 5.2047
H -5.1566 -9.9392 5.4321
C 9.4920 2.8818 7.0027
C 9.8192 4.3497 7.4481
O 9.3076 4.5646 8.7599
C 10.0962 4.7515 9.8723
O 11.3253 4.7062 9.8443
C 9.2821 4.7691 11.2337
F 9.6517 3.7013 11.9500
F 9.6109 5.8801 11.9047
F 7.9448 4.5815 11.0764
H 9.9915 2.7066 6.0498
H 8.4123 2.7321 7.0006
H 9.9078 2.1588 7.7045
H 9.3707 5.0968 6.7932
H 10.8962 4.5150 7.4768
C -6.5632 -7.7389 -2.2545
C -7.0895 -9.1415 -2.3120
O -6.0426 -9.9483 -2.6750
C -5.0495 -10.4243 -1.8804
O -4.9605 -10.2575 -0.6583
C -4.0761 -11.3427 -2.6053
F -4.4532 -11.5444 -3.8914
F -2.8431 -10.7774 -2.6580
F -4.0354 -12.5964 -2.0862
H -7.3722 -7.1004 -1.8997
H -6.2554 -7.4278 -3.2528
H -5.6544 -7.6434 -1.6603
H -7.8813 -9.1033 -3.0600
H -7.4384 -9.4076 -1.3142
C -1.4036 -5.0714 -5.4458
C 0.0104 -5.6451 -5.3461
O 0.6620 -4.9834 -4.2758
C 0.5162 -5.4842 -2.9741
O -0.3166 -6.3661 -2.6712
C 1.5557 -4.9839 -1.9194
F 2.1191 -6.0736 -1.3291
F 2.4156 -4.2013 -2.4980
F 0.9685 -4.2606 -0.9661
H -1.8551 -5.2425 -4.4686
H -1.8915 -5.6845 -6.2035
H -1.4086 -4.0290 -5.7645
H 0.5188 -5.2301 -6.2164
H -0.0233 -6.7339 -5.3074
C 4.0230 4.2194 -7.4205
C 3.0099 3.0665 -7.3963
O 1.7354 3.5120 -7.8179
C 0.7609 2.5480 -7.9844
O 0.9427 1.3396 -7.7898
C -0.5827 3.1203 -8.4527
F -0.5390 4.4725 -8.4285
F -0.8433 2.6724 -9.6839
F -1.5950 2.7896 -7.6296
H 3.9950 4.7026 -8.3972
H 5.0682 3.9740 -7.2323
H 3.7000 4.9411 -6.6702
H 2.9013 2.6573 -6.3918
H 3.4167 2.2960 -8.0512
C -13.9033 -4.6865 -8.8431
C -12.7321 -5.0778 -7.8444
O -11.8068 -3.9551 -7.6916
C -11.7400 -3.1790 -6.5304
O -12.4229 -3.4049 -5.5123
C -10.6935 -2.0509 -6.5892
F -10.0943 -1.9881 -5.3852
F -9.7935 -2.1402 -7.6052
F -11.3635 -0.9029 -6.6947
H -13.5496 -4.2477 -9.7761
H -14.6295 -3.9879 -8.4276
H -14.4085 -5.5992 -9.1591
H -12.1777 -5.9190 -8.2606
H -13.1591 -5.3619 -6.8826
C 9.2211 -0.6036 -4.4169
C 10.2340 -1.5984 -3.9513
O 11.2565 -1.7078 -4.9438
C 12.4825 -2.0672 -4.7165
O 12.7967 -2.5061 -3.5853
C 13.4838 -2.1129 -5.8912
F 12.8572 -1.6714 -7.0411
F 14.4969 -1.3143 -5.5986
F 14.0156 -3.3277 -6.0783
H 8.8300 -0.8766 -5.3970
H 9.6220 0.4095 -4.3828
H 8.3346 -0.7461 -3.7989
H 9.8456 -2.6044 -3.7928
H 10.6225 -1.2588 -2.9912
C -9.1489 9.6892 2.3041
C -8.4049 9.0956 3.5383
O -8.3521 7.6524 3.5132
C -7.5410 7.0067 2.7057
O -7.0543 7.5062 1.6230
C -7.3555 5.4821 3.0212
F -8.2345 5.1219 3.9505
F -7.5544 4.7234 1.9562
F -6.2302 5.2865 3.5007
H -9.9480 8.9951 2.0437
H -8.5294 9.8189 1.4167
H -9.6016 10.6430 2.5748
H -9.0461 9.3236 4.3898
H -7.4569 9.5445 3.8349
C -2.5911 -0.1221 -1.3483
C -1.1499 0.3901 -1.4025
O -0.7600 0.7020 -0.1049
C 0.4887 1.3072 0.1743
O 1.3767 1.4363 -0.6496
C 0.6567 1.8585 1.5690
F 0.9576 3.1157 1.4383
F -0.4869 1.7199 2.3280
F 1.6384 1.2366 2.1811
H -2.6357 -1.1051 -0.8795
H -2.8446 -0.3000 -2.3934
H -3.2209 0.6138 -0.8483
H -1.2925 1.2845 -2.0090
H -0.4596 -0.3160 -1.8640
*
```

***

Below is C44H56BN4O2P2SSi2Ti as an isolated structure at a distorted geometry, with properties calculated with wB97M-V/def2-TZVPD.

Computed properties:
max |F| = 1.63 eV/A
E_LUMO (alpha / beta) = 0.0161 / 0.0164 hartree
calculated total energy = -125560.7372 eV

ORCA input file:
```
! RIJCOSX wB97M-V def2-TZVPD def2/J DEFGRID3
* xyz 0 2
Ti 1.0814 -0.4483 0.2346
C -0.4411 -3.5691 0.2190
Si -1.2258 -2.4709 1.4924
C -0.5920 -2.9355 3.1671
C -3.0861 -2.6763 1.4252
N -0.7463 -0.8271 1.0872
P -1.4587 0.5383 1.4861
C -0.1505 1.7789 1.7694
P 1.0273 2.5989 0.5471
N 1.7551 1.3218 -0.2624
Si 2.9694 1.7027 -1.4282
C 4.3202 0.4500 -1.2478
C 3.5765 3.4458 -1.1114
C 2.2629 1.6688 -3.1524
C -0.2249 3.1437 -0.6694
C -0.7058 2.2720 -1.6484
C -1.5840 2.7095 -2.6276
C -1.9912 4.0353 -2.6349
C -1.5377 4.9084 -1.6477
C -0.6576 4.4642 -0.6691
C -0.5461 2.9040 2.6981
C -1.7672 3.5281 2.5386
C -2.1466 4.5509 3.3927
C -1.2773 4.9876 4.3759
C -0.0178 4.4090 4.4983
C 0.3481 3.3633 3.6694
C -2.2567 0.3254 3.1027
C -3.6226 0.1006 3.2515
C -4.1429 -0.2166 4.4977
C -3.3016 -0.3067 5.6034
C -1.9393 -0.0713 5.4483
C -1.4194 0.2537 4.2064
C -2.7982 0.8139 0.2679
C -2.7364 0.0596 -0.9042
C -3.7192 0.1864 -1.8709
C -4.7905 1.0440 -1.6813
C -4.8862 1.7666 -0.4987
C -3.8935 1.6554 0.4670
H -0.7411 -4.6060 0.4269
H -0.7490 -3.3291 -0.8090
H 0.6599 -3.5445 0.2590
H -0.7538 -4.0124 3.3004
H 0.4896 -2.7557 3.2313
H -1.0896 -2.4145 3.9840
H -3.2793 -3.7427 1.2804
H -3.5737 -2.3765 2.3531
H -3.5823 -2.1385 0.6094
H 4.7575 0.5068 -0.2488
H 3.9583 -0.5742 -1.3742
H 5.1266 0.6070 -1.9905
H 4.0313 3.5814 -0.1329
H 4.3435 3.6668 -1.8775
H 2.7806 4.1910 -1.2318
H 1.5120 0.8761 -3.2785
H 1.7638 2.6151 -3.3949
H 3.0608 1.5034 -3.8893
H -0.3289 1.2662 -1.7143
H -1.9204 2.0187 -3.3998
H -2.6646 4.3996 -3.4000
H -1.8701 5.9449 -1.6439
H -0.2774 5.1618 0.0667
H -2.4143 3.2363 1.7210
H -3.1197 5.0237 3.2734
H -1.5788 5.8005 5.0309
H 0.6770 4.7642 5.2483
H 1.3212 2.8839 3.7712
H -4.2890 0.1189 2.3969
H -5.2100 -0.4018 4.6072
H -3.7057 -0.5361 6.5883
H -1.2710 -0.1569 6.2997
H -0.3554 0.3969 4.0745
H -1.9041 -0.5983 -1.0958
H -3.6389 -0.3809 -2.7898
H -5.5563 1.1415 -2.4471
H -5.7225 2.4344 -0.3262
H -3.9901 2.1983 1.3891
N 1.8665 0.0288 3.1751
C 2.6917 -0.8220 2.6480
N 2.5325 -1.3228 1.3759
C 3.5391 -2.2273 1.0394
C 3.6496 -2.8880 -0.1707
C 4.7289 -3.7190 -0.3798
C 5.6828 -3.9239 0.6133
C 5.5700 -3.2603 1.8288
C 4.5038 -2.4110 2.0236
S 4.1295 -1.4631 3.4407
H 0.5104 1.1275 2.3615
H 2.2002 0.3066 4.0864
H 2.9024 -2.7437 -0.9347
H 4.8017 -4.2336 -1.3370
H 6.5339 -4.5819 0.4306
H 6.3212 -3.4065 2.5969
C -1.4703 -2.4363 -3.8638
C -0.1379 -1.7137 -3.9014
C -0.0409 -0.8865 -5.1628
O -0.1296 -0.8084 -2.7683
B 0.7591 -1.2999 -1.8345
O 1.4421 -2.4043 -2.2640
C 1.1059 -2.6495 -3.6438
C 2.3293 -2.2940 -4.4547
C 0.8010 -4.1278 -3.7525
H -2.2677 -1.6929 -3.9943
H -1.6290 -2.9561 -2.9182
H -1.5482 -3.1672 -4.6731
H -0.9231 -0.2384 -5.2365
H -0.0436 -1.5438 -6.0497
H 0.8589 -0.2677 -5.1960
H 2.6248 -1.2508 -4.3268
H 2.1569 -2.4774 -5.5255
H 3.1496 -2.9339 -4.1356
H 0.0141 -4.4355 -3.0706
H 1.7047 -4.6940 -3.5100
H 0.5056 -4.4162 -4.7743
*
```

***

Below is C44H56IN8OPRh as an isolated structure, with properties calculated with wB97M-V/def2-TZVPD.

Computed properties:
max |F| = 0.16 eV/A
E_LUMO = -0.3507 hartree
calculated total energy = -80881.3753 eV

ORCA input file:
```
! RIJCOSX wB97M-V def2-TZVPD def2/J DEFGRID3
* xyz 3 1
Rh -0.2591 0.1783 0.3207
I -1.6279 2.3304 -0.4035
C -1.3650 3.7989 1.0553
C -2.4807 4.5354 1.3391
C -2.3774 5.6574 2.1815
C -1.1504 6.0249 2.6437
C 0.0131 5.2751 2.3354
C 1.2737 5.7653 2.7500
C 2.4223 5.1185 2.4053
C 2.3367 3.8947 1.7265
C 1.1299 3.3311 1.3528
P 1.4571 1.6294 0.7680
C 2.4290 0.8410 2.0681
C 2.3993 1.3046 3.3858
C 3.1091 0.6402 4.3762
C 3.8624 -0.4820 4.0639
C 3.9185 -0.9371 2.7511
C 3.2059 -0.2834 1.7605
C 2.5011 1.9030 -0.6746
C 3.8511 1.5500 -0.7043
C 4.6237 1.8687 -1.8134
C 4.0610 2.5448 -2.8853
C 2.7229 2.9245 -2.8462
C 1.9466 2.6080 -1.7478
C -0.0732 4.0768 1.5677
H -3.4406 4.2807 0.9084
H -3.2608 6.2343 2.4157
H -1.0381 6.9174 3.2458
H 1.3075 6.6862 3.3184
H 3.3914 5.5158 2.6722
H 3.2644 3.3703 1.5283
H 1.8392 2.1921 3.6476
H 3.0842 1.0108 5.3924
H 4.4235 -0.9900 4.8369
H 4.5383 -1.7877 2.4996
H 3.2909 -0.6228 0.7345
H 4.3210 1.0628 0.1378
H 5.6724 1.6042 -1.8276
H 4.6696 2.7982 -3.7432
H 2.2923 3.4798 -3.6686
H 0.9107 2.9233 -1.7240
C -4.8679 0.0163 -5.8775
C -3.8451 -1.0640 -6.1879
N -2.5051 -0.7051 -5.6921
C -1.6334 0.0436 -6.6006
C -1.0196 -0.8158 -7.6946
C -2.2237 -0.9806 -4.4209
O -2.9935 -1.5100 -3.6201
C -0.8646 -0.6631 -3.8304
C 0.3537 -1.1128 -4.3141
C 1.4661 -1.0528 -3.4838
C 1.3312 -0.5581 -2.2040
N 0.1612 -0.0861 -1.7383
C -0.9013 -0.1400 -2.5494
H -5.8387 -0.2623 -6.2849
H -4.5849 0.9726 -6.3199
H -4.9766 0.1412 -4.8003
H -3.7588 -1.2254 -7.2610
H -4.1282 -2.0080 -5.7282
H -0.8629 0.5439 -6.0134
H -2.2381 0.8350 -7.0480
H -0.3629 -1.5878 -7.2912
H -0.4358 -0.1931 -8.3717
H -1.7863 -1.3132 -8.2866
H 0.4297 -1.5418 -5.3045
H 2.4303 -1.4153 -3.8117
H 2.1712 -0.5413 -1.5270
H -1.8648 0.1562 -2.1500
C -0.6787 -5.9395 0.5756
C 0.0865 -5.1548 -0.4775
N 0.7171 -3.9225 0.0473
C 2.0430 -4.0563 0.6674
C 2.0187 -4.1447 2.1891
C 0.0993 -2.7513 0.0119
C -1.2477 -2.6612 -0.6482
N 0.6096 -1.6538 0.5439
H -1.1463 -6.8069 0.1112
H -1.4678 -5.3413 1.0347
H -0.0217 -6.3038 1.3635
H -0.5563 -4.8901 -1.3134
H 0.8920 -5.7591 -0.8917
H 2.6664 -3.2237 0.3254
H 2.4906 -4.9570 0.2530
H 1.5749 -3.2635 2.6568
H 3.0365 -4.2457 2.5654
H 1.4586 -5.0160 2.5220
H -1.2038 -2.8288 -1.7251
H -1.7053 -1.6808 -0.4953
H -1.9337 -3.3976 -0.2294
H 1.4480 -1.7746 1.0924
C -2.4381 -0.5470 2.1132
N -1.0287 0.0016 2.3042
C -0.3257 -1.0014 3.2138
N -1.0189 -1.1854 4.4562
C -2.3661 -1.6925 4.1861
N -3.1188 -0.7418 3.3619
C -3.2056 0.5329 4.0808
N -1.8661 1.0616 4.3551
C -1.1870 1.2736 3.1102
C -1.1226 0.0923 5.1626
H -2.3500 -1.5053 1.5980
H -2.9942 0.1607 1.4933
H 0.6851 -0.6372 3.3928
H -0.2903 -1.9480 2.6820
H -2.8918 -1.8448 5.1271
H -2.2974 -2.6505 3.6673
H -3.7334 0.3782 5.0201
H -3.7656 1.2528 3.4811
H -0.1903 1.6749 3.2894
H -1.7639 1.9723 2.5122
H -1.6355 -0.0577 6.1110
H -0.1215 0.4783 5.3637
*
```

***

Below is C44H57FIrN7O6S2 as an isolated structure at a distorted geometry, with properties calculated with wB97M-V/def2-TZVPD.

Computed properties:
max |F| = 1.11 eV/A
E_LUMO (alpha / beta) = -0.2801 / -0.3287 hartree
calculated total energy = -96473.5778 eV

ORCA input file:
```
! RIJCOSX wB97M-V def2-TZVPD def2/J DEFGRID3
* xyz 3 2
Ir -1.3336 0.4372 0.4122
C 2.5239 1.9672 1.1352
O 1.2244 1.5505 1.5393
C 0.7212 2.0229 2.6785
C 1.3485 3.0202 3.4257
C 0.8497 3.3893 4.6576
C -0.2668 2.7445 5.1971
C -0.8979 1.7683 4.4751
C -0.4636 1.4140 3.1767
N -1.1518 0.4533 2.4279
N -1.9858 -0.2295 3.1737
C -2.5131 -1.3813 2.8015
C -2.3085 -2.0527 1.5019
O -1.5938 -1.5552 0.5932
C -2.9074 -3.3348 1.2742
C -3.6800 -3.9033 2.2187
C -3.9226 -3.2927 3.5054
C -4.7103 -3.9431 4.4545
C -4.8827 -3.3972 5.7143
C -4.2562 -2.1969 6.0373
C -3.4824 -1.5349 5.1006
C -3.3231 -2.0585 3.8142
H 3.2615 1.7300 1.9040
H 2.5452 3.0338 0.9202
H 2.7374 1.4059 0.2299
H 2.2455 3.4901 3.0518
H 1.3434 4.1724 5.2175
H -0.6301 3.0160 6.1779
H -1.7605 1.2689 4.8819
H -2.7190 -3.8058 0.3193
H -4.1309 -4.8704 2.0265
H -5.1717 -4.8896 4.2019
H -5.4873 -3.9098 6.4499
H -4.3710 -1.7805 7.0292
H -2.9862 -0.6117 5.3616
C 3.1397 -0.6423 -5.7768
C 2.3957 -1.8264 -5.1823
N 1.9077 -1.5446 -3.8182
C 0.6495 -1.1253 -3.6634
C 0.1031 -0.6932 -2.4818
C -1.3263 -0.2370 -2.5290
O -2.0369 -0.5354 -3.4609
O -1.6736 0.5781 -1.5710
C 0.8984 -0.6741 -1.3159
O 0.5428 -0.2945 -0.1616
C 2.2532 -1.1944 -1.4629
C 3.0914 -1.3006 -0.3453
C 4.3565 -1.7904 -0.4738
F 5.1014 -1.9371 0.6387
C 4.8917 -2.1796 -1.7186
C 4.0614 -2.0721 -2.8195
C 2.7437 -1.6062 -2.7102
N 6.2137 -2.6462 -1.8923
C 6.3832 -3.9524 -2.5181
C 7.7417 -4.0523 -3.1860
N 8.8062 -3.8113 -2.1522
C 8.6109 -2.4616 -1.5162
C 7.2322 -2.4001 -0.8810
H 3.4980 -0.8942 -6.7741
H 3.9956 -0.3546 -5.1650
H 2.4787 0.2200 -5.8648
H 3.0130 -2.7220 -5.1535
H 1.5199 -2.0701 -5.7794
H 0.0188 -1.1347 -4.5444
H 2.7163 -1.0261 0.6315
H 4.4581 -2.3400 -3.7868
H 5.6226 -4.1199 -3.2753
H 6.2807 -4.7579 -1.7732
H 7.8639 -3.2834 -3.9467
H 7.9005 -5.0325 -3.6308
H 9.7369 -3.8845 -2.5670
H 8.7421 -4.5336 -1.4297
H 8.7131 -1.7223 -2.3085
H 9.3942 -2.3117 -0.7760
H 7.1159 -1.4037 -0.4638
H 7.1764 -3.1162 -0.0494
C -4.5782 1.5349 3.2612
N -5.2038 0.4545 2.4992
C -6.0797 -0.4023 3.3039
C -4.8705 0.1865 1.2381
S -3.5905 1.0557 0.4148
N -5.6205 -0.6409 0.4955
C -5.1196 -1.1718 -0.7765
C -7.0879 -0.6783 0.5823
H -5.3004 1.8932 3.9922
H -4.2903 2.3480 2.6029
H -3.6919 1.1674 3.7809
H -5.6205 -0.5194 4.2822
H -6.1793 -1.3826 2.8483
H -7.0643 0.0452 3.4393
H -4.0707 -1.4366 -0.7023
H -5.2383 -0.4468 -1.5824
H -5.6994 -2.0642 -1.0076
H -7.4532 0.0352 1.3105
H -7.4480 -1.6763 0.8304
H -7.4848 -0.3978 -0.3936
C 1.8431 5.6265 -0.7657
C 0.3589 5.8403 -1.0264
C -0.5415 4.9285 -0.1832
S -0.7408 3.3034 -0.9298
O -1.2744 2.4926 0.2954
C -2.2182 3.5882 -1.9345
C -1.9123 4.0424 -3.3608
C -1.0129 3.0822 -4.1352
H 2.4491 6.1922 -1.4716
H 2.1108 4.5748 -0.8758
H 2.1135 5.9510 0.2406
H 0.1518 5.6955 -2.0893
H 0.0851 6.8708 -0.8007
H -1.5362 5.3476 -0.0401
H -0.1097 4.7162 0.7976
H -2.8417 4.2991 -1.3924
H -2.7067 2.6138 -1.9346
H -1.4824 5.0458 -3.3582
H -2.8754 4.1223 -3.8669
H 0.0156 3.0998 -3.7682
H -0.9915 3.3541 -5.1895
H -1.3888 2.0595 -4.0610
*
```

***

Question: The highest max |F| belongs to which entry?
Answer: C44H55F33O22